Entry 1:
Below is a molecular structure, C53H68BCsGeN7O4P2S2Si3Te at a distorted geometry, with properties calculated with ωB97M-V/def2-TZVPD.

Geometry (Å):
Cs  -0.563  0.470  -0.892
C  0.344  4.050  2.535
C  -1.003  3.585  2.111
N  -1.247  2.461  1.476
C  -2.612  2.399  1.323
C  -3.190  3.516  1.867
N  -2.150  4.253  2.371
C  -4.567  4.039  2.032
O  -5.529  3.345  1.486
O  -4.738  5.076  2.650
C  -3.297  1.194  0.752
O  -4.534  1.289  0.545
O  -2.591  0.180  0.569
H  1.078  3.347  2.151
H  0.427  4.071  3.624
H  0.570  5.048  2.155
H  -2.290  5.132  2.842
H  -5.132  2.509  1.003
Te  5.308  -0.758  -0.903
C  6.889  0.636  -0.755
C  8.187  0.310  -1.139
C  9.193  1.250  -0.989
N  9.008  2.473  -0.492
C  7.760  2.771  -0.125
C  6.683  1.906  -0.232
C  3.731  0.607  -0.699
P  2.762  0.371  0.797
C  4.023  1.026  1.987
C  3.978  2.398  2.239
C  4.977  3.039  2.954
C  6.056  2.313  3.442
C  6.114  0.948  3.208
C  5.107  0.311  2.493
C  2.719  -1.429  1.191
C  2.892  -1.957  2.469
C  2.893  -3.330  2.679
C  2.692  -4.200  1.618
C  2.452  -3.687  0.350
C  2.463  -2.317  0.143
P  2.693  0.832  -2.210
C  3.958  0.782  -3.543
C  5.074  1.617  -3.529
C  6.066  1.489  -4.485
C  5.949  0.527  -5.483
C  4.833  -0.294  -5.522
C  3.843  -0.164  -4.554
C  2.344  2.655  -2.221
C  1.900  3.317  -1.077
C  1.487  4.641  -1.132
C  1.515  5.338  -2.329
C  1.958  4.694  -3.474
C  2.356  3.368  -3.421
H  8.416  -0.659  -1.567
H  10.208  1.009  -1.294
H  7.610  3.765  0.285
H  5.685  2.206  0.071
H  3.162  2.983  1.832
H  4.917  4.108  3.122
H  6.846  2.808  3.993
H  6.957  0.371  3.569
H  5.184  -0.752  2.307
H  3.042  -1.291  3.310
H  3.049  -3.719  3.678
H  2.700  -5.271  1.780
H  2.261  -4.354  -0.482
H  2.298  -1.924  -0.856
H  5.168  2.356  -2.743
H  6.940  2.128  -4.444
H  6.729  0.419  -6.228
H  4.734  -1.042  -6.299
H  2.975  -0.814  -4.571
H  1.867  2.787  -0.132
H  1.124  5.125  -0.233
H  1.174  6.364  -2.374
H  1.975  5.223  -4.421
H  2.680  2.879  -4.332
C  -3.796  -3.841  -2.800
N  -4.401  -2.559  -3.064
C  -5.753  -2.287  -3.092
C  -5.866  -0.966  -3.342
N  -4.606  -0.428  -3.469
B  -4.397  1.137  -3.632
N  -3.275  1.384  -4.679
C  -3.205  0.707  -5.874
C  -2.029  0.995  -6.465
N  -1.379  1.876  -5.625
C  -0.021  2.333  -5.787
C  -2.147  2.114  -4.523
S  -1.734  3.202  -3.280
C  -3.699  -1.415  -3.308
S  -2.002  -1.368  -3.421
H  -4.558  -4.507  -2.397
H  -2.990  -3.718  -2.078
H  -3.369  -4.268  -3.710
H  -6.494  -3.044  -2.906
H  -6.737  -0.343  -3.418
H  -4.090  1.615  -2.578
H  -5.461  1.554  -4.055
H  -3.994  0.047  -6.188
H  -1.589  0.652  -7.384
H  0.173  2.532  -6.842
H  0.688  1.586  -5.420
H  0.102  3.241  -5.200
C  -5.895  -3.399  3.076
Si  -5.102  -1.932  2.178
C  -5.662  -0.414  3.136
C  -5.779  -1.887  0.437
Ge  -2.723  -2.155  2.167
Si  -1.924  -1.247  4.207
C  -0.082  -1.560  4.393
C  -2.798  -2.076  5.662
C  -2.182  0.600  4.387
Si  -2.382  -4.519  2.229
C  -2.826  -5.344  3.872
C  -0.620  -5.056  1.869
C  -3.453  -5.302  0.874
H  -6.983  -3.277  3.061
H  -5.576  -3.443  4.119
H  -5.656  -4.357  2.613
H  -6.666  -0.122  2.817
H  -5.016  0.439  2.951
H  -5.682  -0.609  4.212
H  -6.871  -1.961  0.442
H  -5.381  -2.700  -0.173
H  -5.490  -0.947  -0.037
H  0.184  -2.599  4.185
H  0.253  -1.315  5.405
H  0.475  -0.939  3.688
H  -2.504  -3.121  5.767
H  -3.884  -2.048  5.549
H  -2.540  -1.549  6.586
H  -1.577  1.137  3.656
H  -1.878  0.910  5.392
H  -3.221  0.897  4.238
H  -2.027  -5.189  4.600
H  -2.936  -6.421  3.712
H  -3.751  -4.966  4.307
H  0.085  -4.672  2.609
H  -0.287  -4.695  0.895
H  -0.560  -6.149  1.873
H  -4.336  -4.707  0.640
H  -3.786  -6.303  1.160
H  -2.869  -5.388  -0.045

Properties
Charge: -2
Frontier orbital gap (spin up / spin down): 0.216 / 0.211 Eh
Energy above the lowest of the compared OMol25 structures with the same formula, charge and spin: 123.2 kJ/mol
Max |F|: 1.57 eV/Å
<S²>: 0.753
LUMO (spin up / spin down): 0.125 / 0.119 hartree
Multiplicity: 2
Energy: -203608.8206 eV
Highest occupied orbital energy (spin up / spin down): -2.493 / -2.493 eV

Results of the Löwdin charge analysis, in e, for atoms 1 through 4: Cs 0.77; C 0.00; C -0.37; N 0.13


Entry 2:
Below is a molecular structure, C39H87Br9 at a distorted geometry, with properties calculated with ωB97M-V/def2-TZVPD.

Geometry (Å):
C  -5.666  -5.479  1.773
Br  -5.657  -7.068  2.806
Br  -6.317  -5.670  -0.016
Br  -4.201  -4.265  1.985
H  -6.495  -4.952  2.224
C  -3.803  3.765  1.482
Br  -3.167  3.892  3.341
Br  -2.942  4.999  0.190
Br  -5.753  3.781  1.328
H  -3.613  2.767  1.093
C  -0.718  -1.550  -4.332
Br  -0.072  -1.301  -6.136
Br  -2.600  -1.567  -4.050
Br  0.321  -0.810  -2.954
H  -0.499  -2.621  -4.244
C  2.777  -3.780  1.910
C  3.218  -2.446  2.596
C  3.527  -1.290  1.641
C  4.830  -1.536  0.775
C  4.971  -0.512  -0.295
C  6.119  -0.847  -1.245
H  3.544  -4.318  1.364
H  1.921  -3.493  1.289
H  2.518  -4.386  2.769
H  2.441  -2.218  3.320
H  4.151  -2.628  3.139
H  3.689  -0.356  2.225
H  2.636  -1.186  0.999
H  5.768  -1.647  1.318
H  4.677  -2.495  0.255
H  4.070  -0.427  -0.930
H  5.067  0.464  0.204
H  5.968  -1.716  -1.889
H  6.284  -0.012  -1.920
H  7.044  -1.019  -0.684
C  2.760  -4.004  -4.821
C  3.855  -4.007  -3.741
C  3.418  -3.334  -2.486
C  2.215  -3.954  -1.800
C  2.395  -5.391  -1.328
C  1.085  -6.016  -0.856
H  3.071  -4.376  -5.811
H  2.449  -2.983  -4.963
H  1.898  -4.588  -4.512
H  4.251  -5.024  -3.605
H  4.732  -3.460  -4.056
H  3.112  -2.325  -2.727
H  4.248  -3.228  -1.767
H  1.939  -3.304  -0.965
H  1.377  -3.902  -2.510
H  2.813  -5.988  -2.123
H  3.084  -5.409  -0.475
H  1.157  -7.040  -0.515
H  0.670  -5.413  -0.026
H  0.276  -5.984  -1.608
C  0.178  2.810  -5.293
C  -0.937  3.372  -4.405
C  -2.039  2.419  -4.089
C  -3.275  3.076  -3.597
C  -4.384  2.130  -3.108
C  -5.634  2.831  -2.657
H  -0.300  2.273  -6.117
H  0.720  2.059  -4.697
H  0.869  3.609  -5.602
H  -0.574  3.672  -3.408
H  -1.376  4.276  -4.869
H  -1.610  1.763  -3.318
H  -2.280  1.816  -4.986
H  -3.018  3.699  -2.729
H  -3.741  3.783  -4.285
H  -4.569  1.469  -3.959
H  -4.064  1.497  -2.264
H  -6.440  2.184  -2.308
H  -5.391  3.586  -1.913
H  -6.082  3.395  -3.522
C  -1.015  -1.542  4.675
C  -0.644  -0.226  5.329
C  -0.822  0.862  4.299
C  -0.287  2.208  4.806
C  1.207  2.183  5.175
C  1.784  3.603  5.468
H  -1.868  -1.381  4.022
H  -1.242  -2.376  5.346
H  -0.194  -1.846  3.973
H  -1.395  -0.064  6.104
H  0.350  -0.307  5.815
H  -1.900  0.898  4.093
H  -0.276  0.576  3.369
H  -0.416  3.070  4.151
H  -0.827  2.504  5.718
H  1.357  1.533  6.028
H  1.794  1.711  4.379
H  2.809  3.543  5.814
H  1.766  4.203  4.560
H  1.121  4.041  6.224
C  1.181  1.241  0.445
C  0.729  2.626  0.798
C  1.520  3.656  0.055
C  1.172  5.135  0.342
C  1.960  6.074  -0.543
C  1.523  7.558  -0.291
H  0.871  0.909  -0.546
H  0.825  0.463  1.136
H  2.267  1.188  0.436
H  -0.333  2.779  0.694
H  0.915  2.802  1.860
H  1.445  3.406  -1.036
H  2.563  3.449  0.223
H  0.122  5.377  0.252
H  1.480  5.402  1.378
H  3.037  5.960  -0.347
H  1.868  5.831  -1.605
H  1.979  8.277  -0.987
H  0.407  7.635  -0.449
H  1.844  7.871  0.696
C  -5.504  -0.676  1.596
C  -4.520  0.117  0.714
C  -3.318  -0.616  0.185
C  -2.300  -1.097  1.245
C  -0.974  -1.717  0.644
C  -1.123  -3.089  -0.022
H  -5.849  -1.566  1.044
H  -6.416  -0.096  1.708
H  -5.035  -1.015  2.544
H  -4.999  0.550  -0.137
H  -4.257  0.956  1.345
H  -2.800  0.136  -0.504
H  -3.673  -1.433  -0.483
H  -1.940  -0.270  1.849
H  -2.771  -1.797  1.929
H  -0.442  -0.996  0.016
H  -0.298  -1.761  1.517
H  -1.430  -3.851  0.679
H  -1.774  -3.185  -0.882
H  -0.152  -3.486  -0.362

Properties
Frontier orbital gap: 0.363 Eh
Energy above the lowest of the compared OMol25 structures with the same formula, charge and spin: 0.0 kJ/mol
Max |F|: 2.77 eV/Å
LUMO: -0.016 hartree
Energy: -672235.5551 eV
Highest occupied orbital energy: -10.315 eV

Results of the Löwdin charge analysis, in e, for atoms 1 through 4: C -1.71; Br 0.62; Br 0.59; Br 0.66


Entry 3:
Below is 10 unconnected molecules or ions with the total composition C4H25NO9 at a distorted geometry, with properties calculated with ωB97M-V/def2-TZVPD.

Geometry (Å):
N  0.764  -1.112  0.963
C  0.500  -0.035  1.823
C  1.448  0.459  2.657
C  -1.551  0.925  2.858
C  -0.911  0.443  1.801
H  1.754  -1.257  0.694
H  0.118  -1.255  0.126
H  1.236  1.143  3.367
H  2.401  0.147  2.692
H  -2.545  1.250  2.865
H  -1.095  0.991  3.816
H  -1.410  0.393  0.801
H  2.677  0.328  -1.073
H  3.813  -0.794  -1.166
O  2.876  -0.694  -0.954
H  -2.627  0.020  -0.916
H  -3.473  1.244  -0.581
O  -2.748  0.972  -1.145
H  2.313  2.426  -0.778
H  1.190  1.846  -1.558
O  2.168  1.797  -1.501
H  1.257  2.407  1.403
H  0.494  2.892  0.116
O  1.254  3.081  0.652
H  -2.174  -2.012  0.478
H  -1.731  -1.990  -1.002
O  -2.317  -1.563  -0.385
H  -0.727  2.990  -1.858
H  -1.242  1.746  -1.143
O  -0.454  2.307  -1.281
H  -0.686  -2.496  1.787
H  -1.822  -2.172  2.740
O  -1.588  -2.667  1.963
H  0.002  -2.186  -2.425
H  -1.030  -3.175  -2.757
O  -0.605  -2.749  -2.047
H  1.813  -0.970  -2.251
H  0.910  -0.120  -3.074
O  1.204  -1.031  -3.036

Properties
Frontier orbital gap: 0.325 Eh
Energy above the lowest of the compared OMol25 structures with the same formula, charge and spin: 63.0 kJ/mol
Max |F|: 4.08 eV/Å
LUMO: 0.015 hartree
Structure (SMILES): C=CC(=C)N.O.O.O.O.O.O.O.O.O
Energy: -24471.6279 eV
Highest occupied orbital energy: -8.458 eV

Results of the Löwdin charge analysis, in e, for atoms 1 through 4: N 0.08; C -0.39; C 0.05; C 0.04


Entry 4:
Below is a molecular structure, C32H37N5O5STl at a distorted geometry, with properties calculated with ωB97M-V/def2-TZVPD.

Geometry (Å):
Tl  0.157  -0.309  0.061
C  -2.792  -1.807  4.925
C  -1.473  -1.494  5.228
C  -0.772  -0.577  4.464
C  -1.373  0.070  3.373
C  -2.713  -0.241  3.097
C  -3.403  -1.175  3.849
N  -0.594  0.887  2.574
C  -0.839  2.152  2.334
C  -1.906  2.896  2.960
C  -2.007  4.245  2.836
C  -1.053  4.994  2.093
C  -0.051  4.339  1.447
C  0.064  2.924  1.492
N  0.975  2.225  0.804
N  1.846  2.844  0.098
C  2.821  2.042  -0.457
C  3.584  2.574  -1.512
C  4.634  1.843  -2.019
C  4.926  0.594  -1.475
C  4.120  0.143  -0.443
N  3.105  0.833  0.059
H  -3.328  -2.543  5.513
H  -0.987  -1.971  6.072
H  0.259  -0.340  4.698
H  -3.193  0.237  2.257
H  -4.431  -1.408  3.595
H  -2.627  2.346  3.550
H  -2.829  4.766  3.316
H  -1.144  6.072  2.041
H  0.679  4.869  0.851
H  3.324  3.543  -1.916
H  5.238  2.235  -2.828
H  5.749  -0.005  -1.843
H  4.301  -0.823  0.023
C  -6.380  -4.628  -0.590
O  -6.852  -3.308  -0.484
C  -5.914  -2.312  -0.498
C  -6.420  -1.011  -0.311
C  -5.548  0.044  -0.332
C  -4.159  -0.098  -0.520
C  -3.295  1.073  -0.513
C  -3.960  2.445  -0.407
O  -2.068  1.070  -0.574
C  -3.625  -1.431  -0.696
O  -2.407  -1.705  -0.874
C  -4.577  -2.513  -0.683
H  -7.253  -5.272  -0.492
H  -5.664  -4.863  0.204
H  -5.905  -4.812  -1.559
H  -7.482  -0.875  -0.159
H  -5.964  1.031  -0.175
H  -4.799  2.552  -1.093
H  -3.205  3.196  -0.631
H  -4.310  2.601  0.616
H  -4.156  -3.501  -0.823
C  -0.375  -2.489  -2.866
S  0.661  -1.191  -3.598
C  2.247  -1.956  -3.126
O  0.515  0.029  -2.771
H  -0.325  -3.364  -3.516
H  -1.393  -2.111  -2.795
H  -0.020  -2.716  -1.863
H  2.384  -2.863  -3.716
H  2.235  -2.173  -2.058
H  3.023  -1.230  -3.354
C  -0.273  -5.745  1.926
N  0.266  -4.447  1.558
C  -0.375  -3.274  2.147
C  1.203  -4.300  0.598
C  1.861  -5.586  0.124
O  1.557  -3.214  0.137
H  -1.188  -5.590  2.489
H  0.426  -6.316  2.545
H  -0.516  -6.344  1.046
H  -0.773  -3.531  3.126
H  -1.173  -2.898  1.504
H  0.365  -2.486  2.269
H  2.278  -6.131  0.972
H  2.657  -5.332  -0.570
H  1.143  -6.235  -0.378

Properties
Charge: -1
Frontier orbital gap: 0.222 Eh
Energy above the lowest of the compared OMol25 structures with the same formula, charge and spin: 75.1 kJ/mol
Max |F|: 1.08 eV/Å
LUMO: 0.083 hartree
Energy: -67001.6533 eV
Highest occupied orbital energy: -3.781 eV

Results of the Löwdin charge analysis, in e, for atoms 1 through 4: Tl 0.98; C -0.13; C -0.13; C -0.04


Entry 5:
Below is a gas-phase ion, C4H7N2O (charge +1), with properties calculated with ωB97M-V/def2-TZVPD.

Geometry (Å):
C  0.096  -0.702  -1.207
C  0.715  0.474  -1.344
C  -0.442  -0.784  0.144
C  0.595  1.276  -0.074
N  -0.165  0.341  0.779
N  -1.104  -1.803  0.641
O  1.814  1.607  0.455
H  0.005  -1.485  -1.935
H  1.249  0.851  -2.196
H  -0.045  2.156  -0.263
H  -0.363  0.528  1.751
H  -1.284  -2.618  0.073
H  -1.439  -1.815  1.593
H  1.774  2.363  1.054

Properties
Charge: +1
Frontier orbital gap: 0.396 Eh
Energy above the lowest of the compared OMol25 structures with the same formula, charge and spin: 0.0 kJ/mol
Max |F|: 0.70 eV/Å
LUMO: -0.159 hartree
Structure (SMILES): [NH2+]=C1C=C[C@H](O)N1
Energy: -9282.7900 eV
Highest occupied orbital energy: -15.116 eV

Results of the Löwdin charge analysis, in e, for atoms 1 through 4: C 0.05; C 0.08; C -0.30; C -0.35


Q: Which formula does entry 1 have?
A: C53H68BCsGeN7O4P2S2Si3Te